<P>
Entry from OMol25: 5 unconnected molecules or ions with the total composition C18H50BrN4O4 (wB97M-V/def2-TZVPD).

```
77
Properties=species:S:1:pos:R:3
Br 0.75 -0.70 0.80
C 1.22 -0.03 4.70
C -0.08 0.70 4.77
O -0.54 1.18 5.74
N -0.88 0.73 3.50
H -1.10 1.72 3.41
H -0.38 0.33 2.68
C -2.19 -0.05 3.59
H 1.00 -1.01 4.26
H 1.60 -0.28 5.69
H 2.04 0.43 4.16
H -2.61 0.12 2.60
H -2.75 0.43 4.39
H -2.03 -1.10 3.82
C -1.91 -6.37 -1.15
N -1.84 -5.25 -0.12
C -2.42 -4.03 -0.79
C -2.74 -5.54 1.05
C -0.48 -4.93 0.45
C 0.59 -4.63 -0.60
O 0.38 -3.45 -1.36
H -1.49 -7.24 -0.66
H -1.30 -6.04 -1.99
H -2.94 -6.56 -1.43
H -2.00 -4.02 -1.79
H -2.16 -3.11 -0.28
H -3.50 -4.14 -0.94
H -2.90 -4.60 1.57
H -2.27 -6.33 1.62
H -3.70 -5.92 0.69
H -0.15 -5.87 0.91
H -0.60 -4.17 1.22
H 0.72 -5.49 -1.26
H 1.51 -4.54 -0.01
H 0.84 -2.75 -0.87
C 5.15 3.35 0.28
N 3.70 2.91 0.12
C 3.73 1.49 -0.40
C 2.98 2.90 1.41
C 3.07 3.83 -0.90
C 2.82 5.25 -0.40
O 4.02 5.98 -0.36
H 5.68 2.61 0.88
H 5.18 4.29 0.83
H 5.57 3.49 -0.71
H 4.08 1.43 -1.43
H 2.69 1.14 -0.52
H 4.29 0.90 0.30
H 3.00 3.87 1.90
H 3.55 2.26 2.09
H 1.96 2.55 1.27
H 2.13 3.29 -1.05
H 3.62 3.85 -1.83
H 2.33 5.26 0.58
H 2.09 5.79 -1.02
H 3.89 6.93 -0.48
C -2.34 2.23 -3.73
N -2.32 1.79 -2.27
C -1.25 2.55 -1.54
C -3.64 2.20 -1.70
C -2.16 0.29 -2.07
C -1.00 -0.30 -2.86
O 0.26 0.10 -2.35
H -1.43 1.97 -4.25
H -2.50 3.30 -3.70
H -3.16 1.64 -4.14
H -1.53 3.57 -1.30
H -0.38 2.49 -2.19
H -0.93 2.04 -0.63
H -3.64 1.79 -0.69
H -4.49 1.87 -2.29
H -3.71 3.28 -1.57
H -3.09 -0.07 -2.51
H -2.16 0.06 -1.01
H -1.06 -0.10 -3.93
H -1.01 -1.40 -2.82
H 0.34 -0.14 -1.40
```

Output
HOMO-LUMO gap: 9.5 eV
Net charge: +3

***

<Q>
Entry from OMol25: 5 unconnected molecules or ions with the total composition C18H50BrN4O4 (wB97M-V/def2-TZVPD).

```
77
Properties=species:S:1:pos:R:3
Br 6.30 17.99 0.54
C 11.12 15.55 1.51
C 10.10 16.63 1.80
O 10.13 17.72 1.36
N 8.82 16.22 2.47
H 8.03 16.71 2.01
H 8.66 15.24 2.23
C 8.69 16.35 3.97
H 11.09 15.28 0.45
H 10.88 14.66 2.10
H 12.12 15.93 1.69
H 9.22 17.25 4.27
H 9.23 15.52 4.43
H 7.63 16.40 4.19
C 2.80 20.71 -3.48
N 3.64 20.25 -2.31
C 3.84 18.75 -2.53
C 4.99 20.90 -2.28
C 2.83 20.46 -1.05
C 2.53 21.91 -0.75
O 1.56 21.92 0.29
H 2.69 21.79 -3.54
H 1.88 20.17 -3.65
H 3.48 20.53 -4.32
H 2.88 18.29 -2.69
H 4.31 18.40 -1.61
H 4.59 18.70 -3.32
H 5.44 20.48 -1.37
H 4.80 21.97 -2.28
H 5.66 20.56 -3.07
H 3.49 20.03 -0.29
H 1.91 19.90 -1.18
H 2.11 22.40 -1.63
H 3.42 22.45 -0.41
H 1.40 22.82 0.58
C 4.62 20.92 2.37
N 5.12 21.28 3.72
C 6.62 21.06 3.77
C 4.89 22.75 3.96
C 4.51 20.38 4.78
C 3.04 20.62 4.98
O 2.24 20.15 3.87
H 4.98 21.63 1.62
H 3.53 20.97 2.32
H 4.92 19.92 2.04
H 6.87 20.10 3.35
H 6.97 21.24 4.79
H 7.06 21.94 3.31
H 5.41 23.33 3.20
H 5.40 22.91 4.91
H 3.84 22.99 4.11
H 5.10 20.51 5.68
H 4.58 19.37 4.38
H 2.69 21.66 5.12
H 2.59 20.19 5.88
H 1.33 20.04 4.16
C 3.56 13.15 3.65
N 2.98 13.87 2.46
C 3.64 13.23 1.23
C 1.50 13.69 2.46
C 3.34 15.33 2.63
C 2.91 16.21 1.47
O 3.67 15.94 0.31
H 4.61 13.38 3.75
H 3.41 12.08 3.55
H 3.00 13.45 4.54
H 4.54 13.81 1.11
H 2.90 13.32 0.44
H 3.94 12.20 1.39
H 1.06 14.20 3.31
H 1.28 12.63 2.37
H 1.12 14.08 1.52
H 4.42 15.40 2.81
H 2.94 15.64 3.59
H 2.75 17.25 1.77
H 1.87 15.97 1.21
H 4.45 16.55 0.35
```

Output
HOMO-LUMO gap: 9.0 eV
Net charge: +3

***

It turns out <P> is the most stable, with the second structure 0.645 eV higher.

***

<P>
Entry from OMol25: C3H4Si in the gas phase (wB97M-V/def2-TZVPD).

```
8
Properties=species:S:1:pos:R:3
C -0.77 0.03 0.05
C 1.35 1.08 -0.75
C 0.66 0.68 0.27
Si -1.40 -1.49 0.52
H -1.20 0.44 -0.80
H 0.93 1.23 -1.67
H 1.07 0.54 1.24
H -0.65 -2.51 1.13
```

Output
HOMO-LUMO gap (spin up / spin down): 6.6 / 7.6 eV

***

<Q>
Entry from OMol25: C3H4Si in the gas phase (wB97M-V/def2-TZVPD).

```
8
Properties=species:S:1:pos:R:3
C 0.28 0.17 0.17
C -1.16 -0.73 0.01
C -0.03 -1.13 -0.46
Si 0.44 1.95 -0.60
H 0.62 -0.14 1.25
H -2.09 -0.39 0.43
H 0.42 -1.93 -1.05
H 1.53 2.21 0.24
```

Output
HOMO-LUMO gap: 7.7 eV

***

It turns out <Q> is the most stable, with the second structure 1.351 eV higher.

***

<P>
Entry from OMol25: CH3N5 in the gas phase (wB97M-V/def2-TZVPD).

```
9
Properties=species:S:1:pos:R:3
N 1.44 0.57 0.29
N 0.19 0.28 -0.15
C -0.50 -0.82 -0.11
N -1.77 -0.58 -0.39
N -1.79 0.69 -0.70
N -0.59 1.25 -0.60
H 1.91 -0.28 0.08
H 1.38 0.71 1.33
H -0.28 -1.81 0.24
```

Output
HOMO-LUMO gap: 10.9 eV
SMILES string: Nn1cnnn1

***

<Q>
Entry from OMol25: CH3N5 in the gas phase (wB97M-V/def2-TZVPD).

```
9
Properties=species:S:1:pos:R:3
H 1.26 -1.79 1.26
N 1.47 -0.86 0.93
C 0.66 -0.29 0.24
N 1.08 0.91 -0.35
N 0.19 1.38 -0.98
N -0.97 0.57 -1.03
N -0.61 -0.57 -0.17
H -1.80 1.28 -0.57
H -1.27 -0.62 0.67
```

Output
HOMO-LUMO gap: 10.1 eV
SMILES string: [H]/N=c1/nn[nH][nH]1

***

<R>
Entry from OMol25: CH3N5 in the gas phase (wB97M-V/def2-TZVPD).

```
9
Properties=species:S:1:pos:R:3
H -2.42 -0.87 0.09
N -2.05 0.13 0.07
C -0.80 0.04 -0.03
N -0.02 -1.18 -0.03
N 1.25 -0.85 -0.08
N 1.43 0.45 0.01
N 0.13 1.17 0.02
H 1.98 0.76 0.85
H 0.04 1.86 -0.82
```

Output
HOMO-LUMO gap: 9.3 eV
SMILES string: [H]/N=c1\nn[nH][nH]1

***

It turns out <P> is the most stable, with the second structure 0.197 eV higher.

***

<P>
Entry from OMol25: a molecular structure, C24H27AsBCrF5N8S3 (wB97M-V/def2-TZVPD).

```
70
Properties=species:S:1:pos:R:3
Cr -10.32 -19.84 -1.09
B -7.59 -21.98 -1.25
N -8.65 -22.29 -0.15
C -8.59 -23.24 0.79
C -9.62 -23.04 1.67
C -10.28 -21.90 1.18
N -9.69 -21.48 0.08
N -7.34 -20.43 -1.13
C -6.15 -19.88 -1.40
C -6.31 -18.54 -1.60
C -7.69 -18.34 -1.49
N -8.31 -19.48 -1.22
H -7.99 -22.29 -2.34
H -6.49 -22.56 -0.99
H -7.74 -23.93 0.72
H -9.87 -23.64 2.54
H -11.14 -21.42 1.59
H -5.26 -20.54 -1.41
H -5.56 -17.76 -1.81
H -8.27 -17.46 -1.48
C -14.00 -25.13 -2.08
C -14.14 -23.79 -1.52
N -15.24 -23.22 -1.12
N -14.82 -21.95 -0.80
C -13.50 -21.76 -0.95
S -12.84 -20.25 -0.50
N -13.04 -22.96 -1.38
N -11.73 -23.33 -1.70
H -15.02 -25.56 -2.18
H -13.41 -25.80 -1.46
H -13.55 -25.09 -3.08
H -15.43 -21.30 -0.35
H -11.29 -22.58 -2.28
H -11.26 -23.42 -0.82
S -10.52 -20.87 -3.05
C -9.88 -17.66 -4.09
As -11.02 -17.96 -2.54
C -11.08 -16.14 -1.91
C -12.83 -18.21 -3.42
C -13.50 -16.87 -3.57
C -13.32 -16.11 -4.75
C -13.92 -14.86 -4.88
C -14.71 -14.34 -3.87
C -14.89 -15.10 -2.71
C -14.31 -16.36 -2.58
H -10.42 -17.12 -4.88
H -9.54 -18.60 -4.49
H -9.02 -17.06 -3.86
H -11.65 -15.49 -2.57
H -10.10 -15.70 -1.75
H -11.57 -16.15 -0.93
H -13.39 -18.87 -2.74
H -12.65 -18.73 -4.35
H -12.66 -16.52 -5.51
H -13.77 -14.31 -5.79
H -15.17 -13.35 -3.96
H -15.44 -14.71 -1.88
H -14.49 -16.92 -1.67
F -9.19 -14.04 4.54
C -9.57 -15.06 3.75
C -10.49 -15.97 4.22
F -11.02 -15.85 5.43
C -10.88 -16.98 3.37
F -11.81 -17.80 3.83
C -10.39 -17.21 2.08
S -10.92 -18.65 1.24
C -9.45 -16.25 1.66
F -8.91 -16.32 0.44
C -9.06 -15.16 2.47
F -8.15 -14.30 2.03
```

Output
HOMO-LUMO gap (spin up / spin down): 6.3 / 6.6 eV
Spin multiplicity: 4
⟨S²⟩: 3.83
Net charge: -1

***

<Q>
Entry from OMol25: a molecular structure, C24H27AsBCrF5N8S3 (wB97M-V/def2-TZVPD).

```
70
Properties=species:S:1:pos:R:3
Cr 13.82 15.05 12.12
B 11.60 15.71 14.65
N 12.07 14.22 14.77
C 11.47 13.17 15.41
C 11.81 12.03 14.74
C 12.54 12.39 13.63
N 12.74 13.76 13.67
N 12.72 16.75 14.34
C 12.94 17.94 14.93
C 13.63 18.79 14.07
C 13.84 17.99 13.00
N 13.33 16.75 13.16
H 11.09 16.11 15.69
H 10.84 15.71 13.79
H 10.84 13.32 16.31
H 11.42 10.95 14.90
H 12.91 11.76 12.80
H 12.47 18.12 15.96
H 13.79 19.81 14.26
H 14.36 18.16 12.08
C 16.71 11.96 9.51
C 16.92 12.26 10.92
N 18.02 12.09 11.57
N 17.87 12.75 12.73
C 16.65 13.32 12.77
S 15.98 14.39 13.92
N 16.03 12.93 11.69
N 14.77 13.33 11.28
H 17.58 12.16 8.82
H 15.86 12.45 9.12
H 16.61 10.87 9.38
H 18.73 12.93 13.18
H 14.84 13.97 10.47
H 14.36 12.44 11.03
S 14.65 16.14 10.40
C 11.66 16.69 9.50
As 11.87 14.97 10.44
C 12.15 13.60 9.04
C 10.10 14.41 10.92
C 9.26 13.86 9.78
C 8.65 12.66 10.06
C 7.97 11.95 9.13
C 7.92 12.36 7.78
C 8.68 13.48 7.43
C 9.20 14.32 8.44
H 12.27 17.39 10.07
H 10.63 16.87 9.35
H 12.26 16.45 8.67
H 12.67 12.67 9.28
H 12.81 14.08 8.21
H 11.24 13.40 8.53
H 9.60 15.27 11.40
H 10.24 13.66 11.64
H 8.79 12.32 11.06
H 7.33 11.14 9.44
H 7.21 11.80 7.12
H 8.60 13.90 6.43
H 9.53 15.25 8.21
F 8.13 8.21 11.11
C 9.38 8.73 10.95
C 10.35 8.68 11.98
F 10.10 8.13 13.21
C 11.60 9.07 11.70
F 12.49 9.03 12.71
C 12.11 9.56 10.46
S 13.73 10.11 10.15
C 11.11 9.61 9.51
F 11.33 10.19 8.30
C 9.77 9.22 9.71
F 8.88 9.10 8.66
```

Output
HOMO-LUMO gap (spin up / spin down): 6.9 / 7.3 eV
Spin multiplicity: 4
⟨S²⟩: 3.85
Net charge: -1

***

It turns out <P> is the most stable, with the second structure 2.278 eV higher.

***

<P>
Entry from OMol25: C4H4ClNO2 in the gas phase (wB97M-V/def2-TZVPD).

```
12
Properties=species:S:1:pos:R:3
C 0.28 2.00 -0.12
C -0.23 0.92 -0.60
Cl -0.99 0.60 -2.22
C -0.09 -0.50 0.16
C -0.56 -0.82 1.35
N 0.68 -1.43 -0.56
O 0.07 -2.43 -0.74
O 1.81 -1.19 -0.90
H 0.29 2.97 -0.64
H 0.70 1.88 0.90
H -0.58 -1.85 1.69
H -1.37 -0.15 1.68
```

Output
HOMO-LUMO gap: 10.4 eV
SMILES string: C=C(Cl)C(=C)[N+](=O)[O-]

***

<Q>
Entry from OMol25: 3 unconnected molecules or ions with the total composition C4H4ClNO2 (wB97M-V/def2-TZVPD).

```
12
Properties=species:S:1:pos:R:3
C -0.07 0.97 -0.74
C 0.72 -0.04 -1.15
C -0.36 -0.77 0.63
C -0.72 0.55 0.46
H -1.11 2.33 -1.13
H 1.25 -0.07 -2.06
H 1.89 -1.57 0.37
H 0.62 -1.92 2.25
N 0.45 -1.22 -0.36
O -0.17 2.15 -1.50
O -0.56 -1.52 1.75
Cl -1.94 1.12 1.48
```

Output
HOMO-LUMO gap: 6.5 eV

***

It turns out <P> is the most stable, with the second structure 1.337 eV higher.

***

<P>
Entry from OMol25: a gas-phase ion, CH4N3 (charge +1) (wB97M-V/def2-TZVPD).

```
8
Properties=species:S:1:pos:R:3
N 1.36 0.17 0.12
C 0.12 -0.10 -0.03
N -0.98 -0.87 -0.26
N -1.19 0.62 0.03
H 2.06 -0.52 0.15
H 1.45 1.16 0.30
H -1.25 -1.58 0.42
H -1.57 1.12 -0.73
```

Output
HOMO-LUMO gap: 11.3 eV
SMILES string: [NH2+]=C1NN1
Net charge: +1

***

<Q>
Entry from OMol25: a gas-phase ion, CH4N3 (charge +1) (wB97M-V/def2-TZVPD).

```
8
Properties=species:S:1:pos:R:3
C 0.17 0.55 0.13
N 2.70 -0.24 -0.07
N 1.56 0.09 0.01
N -0.98 -0.25 -0.17
H 0.25 1.25 0.84
H -0.60 -1.16 -0.49
H -1.49 0.16 -0.89
H -1.60 -0.40 0.64
```

Output
HOMO-LUMO gap: 9.1 eV
Net charge: +1

***

<R>
Entry from OMol25: 2 unconnected molecules or ions with the total composition CH4N3 (wB97M-V/def2-TZVPD).

```
8
Properties=species:S:1:pos:R:3
C 0.95 0.55 -0.52
N 0.66 -0.52 -1.13
N 0.34 -0.40 0.31
N -1.13 -0.37 0.54
H 3.70 1.84 -0.88
H -1.48 0.46 0.99
H -1.42 -1.10 1.08
H -1.62 -0.45 -0.39
```

Output
HOMO-LUMO gap (spin up / spin down): 5.4 / 5.3 eV
Net charge: +1

***

It turns out <P> is the most stable, with the second structure 0.403 eV higher.